# 1
C20H66N20O13 as an isolated structure at a distorted geometry, computed with wB97M-V/def2-TZVPD.

## Properties
net charge	-2
energy relative to the best compared isomer or geometry (same formula, charge and spin)	304.3	kJ/mol
HOMO level	-1.002	eV
LUMO energy	3.72	eV

Positions of all 119 atoms, in Å:
O: -5.409 0.370 -3.756
H: -4.585 0.866 -3.831
C: -0.107 -0.231 -0.702
C: -0.909 0.715 0.150
C: -1.752 1.620 -0.730
O: -1.734 0.045 1.033
H: 0.538 -0.846 -0.071
H: 0.488 0.301 -1.456
H: -0.832 -0.844 -1.246
H: -0.116 1.267 0.700
H: -1.104 2.321 -1.280
H: -2.437 2.237 -0.141
H: -2.379 1.240 -1.541
C: 2.837 0.474 1.581
C: 4.339 0.195 1.535
C: 5.017 0.276 2.878
O: 6.412 -0.078 2.749
C: 6.969 -0.401 3.989
N: 4.514 -1.181 1.018
H: 2.550 1.265 2.273
H: 2.437 -0.498 1.865
H: 2.333 0.624 0.625
H: 4.995 0.801 0.896
H: 4.564 -0.483 3.524
H: 4.956 1.249 3.372
H: 6.978 0.454 4.673
H: 7.974 -0.817 3.918
H: 6.382 -1.215 4.432
H: 4.203 -1.311 0.058
H: 5.485 -1.437 0.868
C: -3.209 -4.402 3.443
C: -2.097 -3.499 2.910
C: -1.503 -3.916 1.540
O: -2.499 -3.990 0.532
C: -2.802 -5.268 0.085
N: -2.810 -2.246 2.717
H: -2.711 -5.353 3.691
H: -4.030 -4.606 2.761
H: -3.602 -4.082 4.409
H: -1.339 -3.316 3.679
H: -1.058 -4.900 1.730
H: -0.761 -3.207 1.179
H: -3.688 -5.270 -0.548
H: -2.904 -5.981 0.914
H: -2.014 -5.735 -0.526
H: -2.204 -1.515 2.353
H: -3.036 -1.813 3.609
C: 1.435 -3.891 -1.508
O: 1.107 -3.636 -2.673
N: 2.206 -3.117 -0.721
N: 1.111 -5.057 -0.921
H: 2.271 -3.283 0.264
H: 2.501 -2.262 -1.171
H: 0.595 -5.712 -1.482
H: 1.482 -5.250 -0.012
C: -1.513 3.832 3.347
O: -2.306 3.628 4.260
N: -1.105 5.072 2.926
N: -0.996 2.914 2.486
H: -0.584 5.129 2.073
H: -1.244 5.890 3.492
H: -0.187 3.165 1.937
H: -1.217 1.928 2.433
C: -2.209 -1.320 -4.329
O: -2.404 -1.785 -3.215
N: -1.076 -1.551 -5.070
N: -3.131 -0.632 -5.043
H: -1.230 -1.429 -6.053
H: -0.438 -2.179 -4.604
H: -4.062 -0.421 -4.623
H: -2.997 -0.360 -6.000
C: -4.939 1.148 2.937
O: -5.458 0.475 2.071
N: -3.636 1.585 2.865
N: -5.556 1.779 3.986
H: -3.141 1.123 2.099
H: -3.166 1.969 3.669
H: -4.984 2.321 4.608
H: -6.523 1.673 4.231
C: 2.039 2.641 0.289
O: 1.280 3.317 0.993
N: 3.390 2.674 0.548
N: 1.776 1.903 -0.780
H: 3.977 2.014 0.072
H: 3.735 3.155 1.357
H: 2.415 1.312 -1.274
H: 0.813 1.727 -1.043
C: 3.015 -0.374 -2.910
O: 3.747 -0.912 -2.048
N: 3.017 0.971 -3.085
N: 2.018 -0.942 -3.596
H: 2.296 1.262 -3.723
H: 3.595 1.526 -2.486
H: 1.790 -1.922 -3.470
H: 1.456 -0.334 -4.170
C: 0.205 -0.962 4.010
O: 0.825 -1.433 4.968
N: 0.343 -1.438 2.756
N: -0.768 -0.024 4.021
H: -0.296 -1.168 2.011
H: 1.115 -2.054 2.576
H: -1.292 0.278 3.200
H: -1.086 0.221 4.945
C: -0.644 4.032 -2.561
O: -0.352 2.902 -2.961
N: -1.231 4.285 -1.357
N: -0.570 5.111 -3.363
H: -1.103 5.218 -1.000
H: -1.258 3.549 -0.664
H: -0.379 4.815 -4.306
H: -0.739 5.988 -2.910
C: 0.284 1.612 -5.891
O: 1.438 1.380 -5.534
N: -0.203 1.156 -7.057
N: -0.684 2.126 -5.097
H: -1.112 1.508 -7.304
H: 0.264 0.551 -7.704
H: -0.417 2.490 -4.194
H: -1.643 2.212 -5.380

***

# 2
A 13-piece molecular cluster, C20H66O13 overall at a distorted geometry, computed with wB97M-V/def2-TZVPD.

## Properties
net charge	0
energy relative to the best compared isomer or geometry (same formula, charge and spin)	545.3	kJ/mol
HOMO level	-9.239	eV
LUMO energy	0.37	eV

Positions of all 99 atoms, in Å:
C: -1.642 4.299 -1.736
C: -1.625 3.974 -3.232
O: -2.609 3.054 -3.526
H: -1.044 5.139 -1.467
H: -1.335 3.428 -1.154
H: -2.615 4.584 -1.377
H: -0.625 3.529 -3.573
H: -1.729 4.872 -3.786
H: -2.411 2.154 -3.167
C: 3.878 -0.537 1.522
C: 4.210 -0.230 0.054
O: 5.467 -0.790 -0.197
H: 3.162 0.201 1.921
H: 4.748 -0.340 2.180
H: 3.537 -1.536 1.669
H: 4.202 0.808 -0.275
H: 3.534 -0.730 -0.612
H: 5.984 0.007 -0.375
C: -2.588 -2.815 -1.192
C: -2.784 -4.248 -0.650
O: -2.328 -5.094 -1.594
H: -3.206 -2.598 -2.067
H: -1.529 -2.672 -1.413
H: -2.895 -2.106 -0.485
H: -3.816 -4.511 -0.446
H: -2.359 -4.396 0.271
H: -2.860 -5.894 -1.548
C: 1.401 -3.400 -1.411
C: 2.092 -3.095 -2.706
O: 3.269 -2.383 -2.423
H: 1.872 -4.175 -0.819
H: 0.367 -3.756 -1.642
H: 1.247 -2.491 -0.832
H: 1.545 -2.388 -3.370
H: 2.374 -4.068 -3.113
H: 4.019 -3.019 -2.543
C: 3.588 3.007 2.223
C: 4.114 3.663 0.988
O: 3.138 4.508 0.347
H: 4.257 2.301 2.728
H: 2.683 2.421 1.937
H: 3.324 3.783 2.976
H: 4.552 2.999 0.263
H: 5.010 4.280 1.308
H: 3.335 5.399 0.334
C: 0.426 -1.191 1.369
C: 0.042 0.206 1.926
O: -0.690 0.843 0.909
H: -0.373 -1.684 0.774
H: 0.812 -1.774 2.193
H: 1.201 -1.104 0.708
H: 0.837 0.825 2.362
H: -0.575 0.051 2.790
H: -1.021 1.656 1.230
C: -0.444 -0.442 -2.889
C: -1.537 0.148 -2.055
O: -2.657 0.391 -2.886
H: 0.492 -0.611 -2.300
H: -0.198 0.281 -3.612
H: -0.742 -1.336 -3.501
H: -1.358 1.035 -1.594
H: -1.743 -0.504 -1.234
H: -3.015 -0.439 -3.201
C: 3.267 -4.272 1.652
O: 3.899 -5.091 0.722
H: 2.558 -3.556 1.165
H: 4.025 -3.662 2.123
H: 2.664 -4.801 2.414
H: 4.306 -4.484 0.068
C: -3.850 -0.032 2.191
O: -5.179 0.090 1.887
H: -3.373 0.994 1.985
H: -3.309 -0.692 1.488
H: -3.814 -0.263 3.226
H: -5.683 -0.558 2.326
C: -4.080 2.150 -0.463
O: -5.463 1.905 -0.241
H: -3.919 2.678 -1.398
H: -3.672 1.123 -0.461
H: -3.636 2.567 0.424
H: -5.526 1.210 0.389
C: -0.509 3.972 1.929
O: -1.690 3.260 1.938
H: -0.146 4.107 0.868
H: 0.244 3.372 2.441
H: -0.503 4.986 2.357
H: -2.437 3.809 2.080
C: 1.598 2.437 -1.243
O: 1.521 1.184 -0.684
H: 2.658 2.519 -1.522
H: 1.162 3.148 -0.571
H: 1.134 2.431 -2.185
H: 0.679 1.095 -0.205
C: -1.949 -2.962 2.767
O: -3.291 -3.404 2.712
H: -1.456 -2.999 1.785
H: -1.331 -3.555 3.414
H: -2.053 -1.882 3.107
H: -3.253 -4.331 2.495